No. 1
The following is a quantum chemistry calculation of a cluster of 3 separate species, C22H38FN4O6 in total in a non-equilibrium geometry, from the Open Molecules 2025 dataset.

```
71
Properties=species:S:1:pos:R:3:forces:R:3
N -7.85487 1.34652 -1.23871 3.1415 -0.1612 -1.0175
C -6.65928 1.36424 -1.80021 -2.2356 1.2806 0.3828
N -6.30058 2.61866 -2.53942 1.2471 -1.9672 0.7737
N -5.71822 0.23160 -1.77783 -0.8853 2.1074 0.8000
C -5.79476 -0.50448 -0.48343 -0.8543 -1.6786 0.6727
C -4.65681 -1.66751 -0.34344 -0.2148 0.9752 0.6766
C -3.64784 -1.30115 0.88860 0.0633 0.1959 -0.7358
C -2.14257 -1.79732 0.54914 -1.1204 -0.0727 -0.3363
N -1.09468 -0.76637 0.93456 2.8809 2.0668 0.2931
C 0.05847 -0.68739 0.03991 1.3295 2.9242 1.6088
C 1.20940 0.33902 0.25679 -3.9849 -0.3233 3.2830
C 1.05494 1.28967 1.50451 -0.8966 -2.5996 -0.6912
C 2.18819 2.38005 1.72510 0.1772 4.1324 0.5538
O 1.81232 3.58152 1.86529 0.6309 -4.4980 -0.6180
O 3.57572 2.13017 1.73188 -3.5036 -0.4461 -0.9734
C -0.16646 1.18423 2.48336 0.3562 -1.9570 -3.2783
C -0.36771 2.14252 3.76291 -0.9038 -1.3394 0.1204
C 0.85073 2.09181 4.80999 0.4294 0.5397 0.4811
C 1.66469 3.48510 4.94484 0.5220 -0.1691 -1.2171
F 1.81493 3.92413 6.30819 -0.3162 -0.9425 -2.0125
C -1.21926 0.08231 2.09582 2.6664 1.4968 -0.5204
H -8.31501 2.25713 -1.43514 0.4139 -0.8599 0.0236
H -5.39303 2.50604 -3.01482 -0.5875 0.1795 0.1740
H -6.19230 3.40361 -1.88074 -0.2464 -0.6500 -0.3310
H -4.77749 0.59905 -1.97649 -0.5647 -0.3101 0.2812
H -6.80021 -1.06391 -0.48397 1.4229 1.1805 0.0363
H -5.80590 0.19899 0.43203 0.1176 -1.0127 -1.3852
H -4.09168 -1.65984 -1.33740 -0.6706 -0.3815 1.4114
H -5.16159 -2.68077 -0.12584 0.9070 1.6144 -0.6602
H -4.01878 -1.72831 1.88956 0.5479 0.5932 -1.5897
H -3.68171 -0.15313 0.97110 0.3030 -1.6905 -0.0661
H -1.89814 -2.79604 1.04813 -0.2044 1.4917 -0.6913
H -2.04277 -1.91630 -0.59327 -0.0574 0.1126 2.0073
H 0.09544 -1.39033 -0.87111 -0.3976 1.0399 1.8646
H 2.10970 0.40062 -0.44258 -1.5398 -0.1336 1.1823
H 3.96346 2.85948 1.15574 0.2569 -0.4744 0.5596
H -0.66407 3.19751 3.44099 0.7115 -1.4672 0.2606
H -1.28916 1.70860 4.31603 1.3694 0.7202 -1.0264
H 1.58320 1.26677 4.48416 -1.1040 1.2112 0.6345
H 0.48229 1.84675 5.87857 0.4366 0.2798 -1.8632
H 1.19905 4.34082 4.32651 0.4869 -1.3595 1.2534
H 2.69802 3.28905 4.46251 -1.4203 0.6169 1.2558
H -2.13102 -0.04684 2.77757 1.4995 0.0254 -1.3687
O -0.13524 -2.99254 -1.66898 -0.1136 -0.7769 0.2613
C -0.04310 -4.18185 -1.42626 0.3590 -0.1219 -0.2766
O -0.33623 -4.64344 -0.20368 -0.4065 0.7442 -0.0444
C -0.44390 -6.03820 0.13341 0.2242 -0.5586 0.1224
C 0.91276 -6.62525 0.46453 0.2146 0.1440 -0.0778
C 0.48054 -5.13184 -2.46388 -0.4793 -0.2738 -0.4172
H -0.96106 -6.59227 -0.65339 0.0984 0.1434 -0.0373
H -1.08324 -6.09064 1.01768 0.0205 0.2967 -0.1444
H 1.59049 -6.57959 -0.39041 -0.0881 -0.1088 0.0097
H 0.81615 -7.66758 0.77407 -0.0264 0.0853 -0.0176
H 1.38521 -6.05980 1.27225 -0.1301 -0.0960 -0.0065
H 1.57188 -5.12010 -2.44037 -0.0808 -0.0045 0.0138
H 0.13818 -4.79721 -3.44591 0.2189 0.1452 0.1696
H 0.12080 -6.15226 -2.34675 0.1990 0.0093 0.1390
O 5.12287 3.59337 0.04058 -0.3804 -0.2788 -0.4854
C 5.24064 3.50900 -1.16603 0.3666 0.1549 0.0635
O 4.74621 2.44813 -1.82000 -0.5139 -0.0437 0.5768
C 4.66502 2.34450 -3.25137 0.2514 -0.0377 -0.4219
C 5.96698 1.83615 -3.83581 0.2113 0.0035 0.1267
C 6.01424 4.54553 -1.92775 -0.3026 0.5218 -0.1969
H 4.34619 3.29067 -3.69506 0.0975 -0.0051 0.1272
H 3.87151 1.62338 -3.46137 0.0273 0.0864 0.3006
H 6.79262 2.52199 -3.63576 -0.0865 0.0188 -0.1040
H 5.87941 1.70598 -4.91624 -0.0225 0.0123 0.0772
H 6.23731 0.87718 -3.38574 -0.1164 0.0553 -0.0856
H 7.07748 4.30219 -1.88289 -0.0807 0.0136 -0.0053
H 5.84764 5.51788 -1.45852 0.1732 -0.2367 0.1321
H 5.70399 4.65034 -2.96571 0.1570 -0.1823 -0.0070
```
Forces are in eV/Å.

Summary:
Relative energy (zero: lowest compared OMol25 entry of this formula, charge and spin) in kJ/mol: 22.9
Total charge: +1
Frontier orbital gap in eV: 7.04

No. 2
The following is a quantum chemistry calculation of a structure of composition C22H38HgN6PS, from the Open Molecules 2025 dataset.

```
69
Properties=species:S:1:pos:R:3:forces:R:3
Hg 0.43976 -2.09219 -0.62515 -0.0935 0.0265 0.0743
N -0.59079 -1.27353 1.04480 0.2059 0.1011 -0.0166
P 0.00962 -0.17010 1.97568 -0.2167 -0.1971 -0.1949
N 0.44219 1.24396 1.20026 0.0706 0.0085 0.0387
C 0.42755 1.34542 -0.26132 -0.0379 -0.0227 0.0161
C 0.75618 2.76769 -0.70671 -0.0014 0.0144 -0.0125
C 0.04791 3.77769 0.18625 0.0027 -0.0022 0.0050
C 0.56810 3.66603 1.62965 -0.0084 -0.0035 0.0130
C 1.18442 2.28692 1.89492 -0.0095 -0.0158 0.0170
N 1.26244 -0.65426 2.97713 0.0164 0.0761 0.0764
C 2.10336 -1.78472 2.56663 -0.0194 0.0015 -0.0143
C 3.41590 -1.77260 3.33493 0.0109 -0.0106 -0.0068
C 3.17681 -1.94188 4.83767 -0.0035 -0.0177 -0.0003
C 1.91762 -1.17584 5.28183 -0.0040 0.0107 0.0060
C 1.56680 -0.07708 4.28646 0.0105 -0.0056 0.0008
N -1.12849 0.36240 3.08999 -0.0060 0.0433 0.0038
C -2.19628 1.21084 2.52086 0.0269 -0.0048 0.0064
C -3.37121 1.29559 3.48150 -0.0156 0.0293 -0.0109
C -4.02658 -0.07673 3.68537 -0.0043 -0.0018 0.0073
C -2.97603 -1.19411 3.60480 -0.0111 -0.0144 0.0084
C -1.61538 -0.66272 4.02912 0.0332 0.0127 0.0086
H -0.56672 1.07048 -0.62056 0.0173 -0.0199 0.0015
H 1.13820 0.64859 -0.72463 0.0216 0.0139 0.0115
H 0.45934 2.87482 -1.75098 -0.0038 0.0087 -0.0014
H 1.83575 2.94066 -0.66887 0.0018 -0.0067 -0.0025
H -1.02669 3.57558 0.16037 0.0017 -0.0246 0.0005
H 0.18550 4.79164 -0.19266 -0.0181 0.0048 0.0044
H -0.24889 3.83532 2.33346 0.0070 0.0320 0.0116
H 1.31881 4.43412 1.83251 0.0208 -0.0110 -0.0206
H 1.16439 2.08348 2.96432 0.0050 -0.0073 -0.0256
H 2.23990 2.27191 1.59255 0.0018 0.0148 0.0015
H 2.30635 -1.72417 1.49636 0.0136 0.0069 0.0030
H 1.58075 -2.73570 2.73223 0.0031 -0.0067 -0.0068
H 3.93041 -0.82883 3.13570 0.0008 -0.0001 -0.0004
H 4.06169 -2.56718 2.95737 -0.0019 -0.0003 -0.0011
H 4.05209 -1.59603 5.39115 0.0006 0.0114 -0.0049
H 3.06153 -3.00286 5.06994 0.0065 0.0005 0.0091
H 2.05691 -0.73889 6.27251 -0.0037 -0.0058 0.0036
H 1.06618 -1.85690 5.35345 -0.0014 0.0008 -0.0091
H 2.40154 0.63506 4.22529 0.0042 -0.0068 0.0044
H 0.69725 0.48271 4.62621 0.0144 0.0069 0.0024
H -2.53867 0.81012 1.55780 -0.0139 -0.0071 0.0003
H -1.78990 2.20367 2.33327 -0.0052 0.0035 -0.0232
H -4.09430 2.01553 3.09401 -0.0036 0.0021 0.0111
H -3.01668 1.69442 4.43592 0.0109 -0.0096 0.0016
H -4.79804 -0.23851 2.92960 0.0052 0.0022 -0.0100
H -4.53005 -0.09689 4.65475 -0.0064 -0.0050 -0.0015
H -2.87405 -1.56271 2.58196 0.0011 -0.0023 0.0005
H -3.26055 -2.04215 4.23073 -0.0028 -0.0021 0.0016
H -0.88289 -1.46895 4.06409 -0.0217 -0.0097 -0.0107
H -1.67176 -0.23282 5.03698 -0.0028 -0.0219 0.0158
N -1.88860 -0.65333 -5.23162 0.0191 0.0273 0.0099
C -0.59731 -0.51754 -4.85808 -0.0400 -0.1973 -0.0741
S -0.16448 0.03413 -3.34909 0.0125 0.0791 0.0508
N 0.35010 -0.88156 -5.76255 0.0572 0.1939 0.0486
C 0.23069 -1.14531 -7.14480 -0.0091 -0.1301 -0.0177
C -0.69879 -0.50625 -7.96025 0.0214 0.0272 -0.0065
C -0.74345 -0.80334 -9.31550 -0.0116 0.0133 -0.0108
C 0.14175 -1.71108 -9.87393 0.0082 -0.0004 0.0172
C 1.08612 -2.32548 -9.06240 -0.0024 -0.0137 -0.0155
C 1.12686 -2.05275 -7.70672 -0.0421 -0.0140 0.0047
H -2.56834 -0.52187 -4.50309 0.0070 -0.0067 0.0024
H -2.13426 -1.23542 -6.01568 -0.0092 0.0065 -0.0134
H 1.28262 -0.86254 -5.38027 -0.0178 0.0157 0.0013
H -1.36263 0.24168 -7.55066 0.0003 0.0030 0.0162
H -1.46985 -0.30029 -9.94027 -0.0034 -0.0007 -0.0047
H 0.10222 -1.93332 -10.93149 0.0024 0.0026 -0.0039
H 1.78831 -3.03265 -9.48378 0.0026 0.0009 -0.0046
H 1.84774 -2.54947 -7.06929 0.0069 0.0037 0.0078
```
Forces are in eV/Å.

Summary:
Spin multiplicity: 2
Relative energy (zero: lowest compared OMol25 entry of this formula, charge and spin) in kJ/mol: 0.0
Frontier orbital gap (alpha / beta) in eV: 7.34 / 7.03

No. 3
The following is a quantum chemistry calculation of a structure of composition C22H38N3O3Pd, from the Open Molecules 2025 dataset.

```
67
Properties=species:S:1:pos:R:3:forces:R:3
Pd 0.51526 -0.69987 -0.34354 0.0560 0.0476 0.0203
N -1.04109 0.71101 -1.19945 -0.0109 -0.1110 0.0123
C -2.42396 0.19309 -1.14017 -0.0149 0.0477 0.0438
C -2.47497 -1.30702 -0.86410 0.0460 -0.0411 -0.0756
C -1.68286 -2.11382 -1.90342 -0.1207 0.0173 0.0103
O -2.30842 -2.70972 -2.79024 0.0162 0.0110 0.0214
O -0.40994 -2.09293 -1.80200 0.0978 0.0112 -0.0061
H -0.97495 1.61315 -0.74545 -0.0482 0.0047 -0.0266
H -0.74219 0.80869 -2.16589 0.0010 -0.0006 -0.0102
H -2.94082 0.40897 -2.07947 0.0093 0.0160 0.0036
H -2.94658 0.71714 -0.33688 0.0058 0.0151 -0.0074
H -3.51324 -1.63822 -0.89483 -0.0085 0.0096 0.0078
H -2.07075 -1.49004 0.13426 0.0025 0.0023 0.0021
C 3.68616 0.43917 -0.04500 -0.0055 0.0004 0.0004
C 3.12565 0.19016 -1.45186 -0.0082 -0.0142 -0.0113
C 4.27570 -0.17047 -2.39824 0.0032 0.0055 -0.0116
C 2.43932 1.46642 -1.95775 0.0168 0.0167 -0.0112
O 2.23124 -0.88042 -1.45079 -0.0335 -0.0024 0.0303
H 4.39525 1.27283 -0.03160 0.0002 0.0015 0.0009
H 4.19399 -0.45970 0.31206 -0.0037 -0.0068 -0.0030
H 2.87013 0.66390 0.64775 -0.0017 0.0004 -0.0009
H 5.03575 0.61580 -2.43459 0.0014 -0.0006 0.0007
H 3.88468 -0.32951 -3.40497 0.0073 0.0008 0.0011
H 4.74263 -1.09888 -2.06375 -0.0011 -0.0004 0.0005
H 3.14807 2.29415 -2.06019 -0.0065 -0.0002 -0.0018
H 1.65693 1.77479 -1.25785 -0.0037 -0.0079 0.0093
H 1.97198 1.27672 -2.92639 0.0034 -0.0052 0.0004
C 1.50074 -2.07124 -4.47492 -0.0080 -0.0184 -0.0117
C 0.03247 -1.82634 -4.82381 -0.0079 0.0122 -0.0134
C -0.36453 -0.44909 -4.53858 -0.0218 -0.0012 0.0226
N -0.67167 0.63640 -4.31345 0.0207 -0.0050 -0.0319
H 1.74285 -3.12036 -4.64901 -0.0100 0.0004 -0.0134
H 1.68360 -1.84051 -3.42455 0.0004 0.0127 -0.0032
H 2.15820 -1.45855 -5.09595 0.0086 -0.0026 0.0111
H -0.62702 -2.46278 -4.22810 0.0031 -0.0015 0.0247
H -0.17579 -2.01211 -5.88065 0.0168 0.0028 -0.0020
C -0.87603 4.42719 1.16307 0.0034 0.0005 0.0039
C -1.27454 3.07060 1.68582 0.0167 0.0010 0.0047
C -2.49711 2.89958 2.33777 -0.0067 -0.0236 -0.0021
C -2.85520 1.64691 2.81902 -0.0150 0.0269 -0.0083
C -4.15925 1.45850 3.55172 0.0000 -0.0012 0.0023
C -2.00893 0.56026 2.63073 0.0117 -0.0334 0.0290
C -0.77437 0.68423 1.96580 -0.0249 0.0343 -0.0171
C -0.43461 1.98431 1.52575 -0.0048 0.0147 -0.0047
N 0.08987 -0.34220 1.66026 0.0260 -0.0178 0.0056
C 0.29014 -1.47676 2.57368 0.0037 -0.0217 0.0091
C -0.73651 -2.60397 2.37844 0.0058 -0.0388 0.0009
C 1.67098 -2.05893 2.24570 -0.0136 -0.0315 0.0023
C 0.32194 -1.03417 4.04181 -0.0064 0.0249 -0.0189
H -0.96894 5.19129 1.93757 -0.0005 -0.0019 -0.0007
H -1.51484 4.72968 0.32980 -0.0037 -0.0008 -0.0015
H 0.15519 4.42420 0.80986 -0.0010 -0.0013 -0.0018
H -3.16549 3.74438 2.47095 0.0001 0.0027 0.0017
H -4.90930 2.17546 3.21529 0.0012 0.0020 0.0002
H -4.02590 1.59995 4.62745 0.0022 -0.0024 -0.0004
H -4.55470 0.45356 3.39922 -0.0023 -0.0008 -0.0004
H -2.33754 -0.41009 2.97795 -0.0036 0.0140 -0.0074
H 0.53006 2.10840 1.04210 0.0014 -0.0107 0.0072
H -0.72534 -2.94026 1.33916 0.0022 0.0138 -0.0051
H -1.75225 -2.29459 2.62442 -0.0007 0.0057 -0.0061
H -0.48421 -3.45907 3.01258 -0.0118 0.0010 0.0040
H 1.71252 -2.42693 1.21645 -0.0047 0.0150 -0.0034
H 1.90028 -2.89705 2.90961 0.0035 0.0083 0.0007
H 2.43879 -1.29272 2.35691 0.0065 0.0117 0.0103
H -0.63625 -0.64355 4.38110 0.0096 -0.0038 0.0158
H 1.07091 -0.24989 4.17241 -0.0046 0.0034 0.0056
H 0.58881 -1.87912 4.68093 0.0089 -0.0071 -0.0076
```
Forces are in eV/Å.

Summary:
Spin multiplicity: 3
Relative energy (zero: lowest compared OMol25 entry of this formula, charge and spin) in kJ/mol: 0.0
Total charge: -1
Frontier orbital gap (alpha / beta) in eV: 7.05 / 7.20